Record 1
Here is the molecule C18H21FN2O4S in a non-equilibrium geometry from OMol25. Energies are from the ωB97M-V functional and the def2-TZVPD basis.

Each line ends with the Löwdin charge.
Geometry (Å):
C  -2.62030  -1.98362  0.27330  -0.02
C  -2.90273  -0.47913  0.23058  -0.53
C  -4.05692  -0.17691  -0.74277  -0.02
C  -3.31976  -0.04053  1.68121  -0.02
O  -1.78987  0.36071  -0.22707  0.01
C  -0.63205  0.48677  0.49256  -0.41
O  -0.23496  -0.25070  1.37274  0.09
C  0.41951  1.53430  0.01497  -0.06
N  1.67443  1.05584  -0.60701  -0.14
C  2.56762  0.21664  0.19819  -0.16
C  2.94997  0.95169  1.45275  -0.23
C  3.44814  2.23375  1.41008  -0.04
C  3.82845  2.89050  2.58450  0.00
C  3.71929  2.23442  3.82127  -0.26
F  4.06307  2.86925  4.97757  0.04
C  3.22589  0.92613  3.86529  -0.01
C  2.83489  0.31218  2.69723  -0.03
C  1.63070  0.79573  -2.09118  -0.15
C  0.66230  -0.30225  -2.52816  -0.45
C  -0.38337  -0.15371  -3.40137  -0.11
C  -1.18358  -1.33829  -3.61448  -0.04
C  -0.69259  -2.41343  -2.89344  -0.47
N  -1.20393  -3.71543  -2.90086  -0.41
O  -0.89087  -4.43020  -1.94808  0.04
O  -1.93426  -4.03870  -3.83107  0.08
S  0.70464  -1.97774  -1.89304  1.11
H  -2.55278  -2.38109  -0.73714  0.06
H  -3.44138  -2.52556  0.69149  0.08
H  -1.68298  -2.19479  0.88437  0.11
H  -3.82290  -0.48906  -1.74955  0.07
H  -4.21941  0.90134  -0.77706  0.09
H  -4.96570  -0.67495  -0.44810  0.09
H  -2.60920  -0.46680  2.42215  0.09
H  -4.30912  -0.38942  1.92855  0.08
H  -3.28693  1.04672  1.76929  0.09
H  0.64889  2.11461  0.89616  0.12
H  -0.09319  2.22976  -0.69406  0.14
H  2.12296  -0.73981  0.43080  0.09
H  3.44285  -0.00341  -0.43446  0.13
H  3.63922  2.71419  0.43086  0.13
H  4.24871  3.88846  2.56763  0.11
H  3.19082  0.44317  4.86247  0.13
H  2.44756  -0.70936  2.73752  0.12
H  2.63587  0.49402  -2.45842  0.12
H  1.35520  1.74115  -2.61147  0.13
H  -0.55043  0.78538  -3.90034  0.11
H  -2.08174  -1.35183  -4.20441  0.12

Atoms 1-3, force components in eV/Å:
1.9 0.3 -0.1
-1.2 -0.2 1.5
0.9 0.6 0.2

Calculated values
largest force on an atom = 0.0592 Eh/bohr
SMILES = CC(C)(C)OC(=O)CN(Cc1ccc(F)cc1)Cc1ccc([N+](=O)[O-])s1
orbital gap = 7.97 eV
ΔE to the lowest compared entry with this formula, charge and spin = 2.0195 eV

=====

Record 2
Here is a 10-piece molecular cluster, C4H28N2O10S overall in a non-equilibrium geometry from OMol25. Energies are from the ωB97M-V functional and the def2-TZVPD basis.

Each line ends with the Löwdin charge.
Geometry (Å):
N  0.81881  -0.50710  1.34529  0.16
C  0.67278  0.67790  0.62829  -0.59
O  1.66599  1.33511  0.32581  0.02
N  -0.54267  1.20647  0.34577  0.06
C  -1.88741  0.66870  0.71631  -0.14
C  -2.61920  0.05315  -0.47934  -0.24
C  -1.89338  0.09442  -1.81414  -0.60
S  -2.89085  -0.43815  -3.24288  0.70
H  1.70014  -0.97699  1.19369  0.06
H  0.10278  -1.17192  1.06172  0.07
H  -0.52855  2.20950  0.30929  0.10
H  -1.66403  -0.04362  1.48798  0.06
H  -2.32176  1.55042  1.15656  0.11
H  -2.80157  -1.00635  -0.32859  0.08
H  -3.62193  0.48136  -0.56694  0.10
H  -1.47524  1.07552  -2.05379  0.06
H  -0.93277  -0.42113  -1.72455  0.06
H  -3.96601  0.17589  -2.74514  -0.15
O  -1.51931  -1.84376  2.66456  -0.07
H  -1.57203  -2.61575  3.24599  0.07
H  -0.69836  -1.45263  3.00271  0.05
O  1.77811  3.84756  -1.03467  -0.07
H  1.41926  2.97468  -1.21526  0.01
H  2.62858  3.86467  -1.43647  -0.01
O  2.37748  -2.68637  0.51931  -0.06
H  2.53325  -3.52971  0.06271  0.07
H  3.13174  -2.78860  1.12506  0.08
O  0.17177  3.84231  1.62424  -0.05
H  -0.38618  4.61766  1.54366  0.05
H  0.89023  3.88439  0.98277  0.01
O  3.45764  -1.95829  -2.09304  -0.07
H  2.89555  -1.87218  -2.87115  0.03
H  2.82704  -1.93136  -1.36256  -0.02
O  -2.34120  -3.53617  0.61055  -0.08
H  -2.06902  -2.71791  1.06341  -0.02
H  -3.18869  -3.75708  1.00716  0.04
O  -1.00763  1.76380  3.66519  -0.06
H  -0.09420  1.49469  3.82010  0.04
H  -0.95695  2.72655  3.70410  0.03
O  3.59547  2.29992  -2.26277  -0.04
H  3.55754  2.10896  -3.20579  0.05
H  4.21513  1.66035  -1.89659  0.06
O  0.42103  -2.77408  -2.29798  -0.05
H  0.44310  -3.55114  -1.72337  0.04
H  -0.32448  -3.03368  -2.85717  0.05

Atoms 1-3, force components in eV/Å:
-1.4 -0.6 -0.5
1.3 1.3 0.2
0.2 -0.3 0.1

Calculated values
largest force on an atom = 0.0490 Eh/bohr
SMILES = NC(=O)NCCCS.O.O.O.O.O.O.O.O.O
orbital gap = 8.81 eV
ΔE to the lowest compared entry with this formula, charge and spin = 3.1692 eV